Molecular formula: C6H9N2
Method: DFT, ωB97M-V with the def2-TZVPD basis set

CARTESIAN COORDINATES (ANGSTROEM)
C1 -0.1151 1.5355 0.9295
C2 -0.3202 -0.1001 -0.9887
C3 0.4677 0.6558 1.8671
C4 -0.5227 1.2400 -0.4030
C5 0.0076 -1.2368 -0.4394
C6 0.3369 -2.6452 -0.6122
N1 0.4360 -0.5974 1.7350
N2 -0.9353 2.1751 -1.2947
H1 -0.2786 2.6266 1.2354
H2 -0.5921 -0.1233 -1.9796
H3 0.9312 1.0757 2.8532
H4 0.0969 -3.3435 0.2289
H5 -0.3239 -2.7701 -1.5158
H6 1.3789 -2.4559 -0.8476
H7 0.8409 -1.0968 2.5072
H8 -0.7847 3.0960 -1.0317
H9 -0.6234 1.9644 -2.2436

As for the net charge: +1. The molar mass comes out at 109.15 g/mol. As for the relative energy (zero: lowest compared OMol25 entry of this formula, charge and spin): 423.1 kJ/mol. The value obtained for the gap between HOMO and LUMO is 7.6 eV.

=====

Molecular formula: CH6N
Method: DFT, ωB97M-V with the def2-TZVPD basis set

CARTESIAN COORDINATES (ANGSTROEM)
C1 0.7337 0.0264 -0.0303
N1 -0.8033 0.0161 -0.0077
H1 1.2189 -0.5282 -0.9286
H2 1.1411 1.0017 0.1375
H3 1.3137 -0.6238 0.7874
H4 -1.1902 0.2946 0.9365
H5 -1.1934 -0.9197 -0.1952
H6 -1.2206 0.7328 -0.6995

As for the net charge: +1. The molar mass comes out at 32.07 g/mol. As for the relative energy (zero: lowest compared OMol25 entry of this formula, charge and spin): 63.3 kJ/mol. The value obtained for the gap between HOMO and LUMO is 14.0 eV.

=====

Molecular formula: C4H6N2O
Method: DFT, ωB97M-V with the def2-TZVPD basis set

CARTESIAN COORDINATES (ANGSTROEM)
H1 0.4089 -2.6118 -1.5394
N1 0.7064 -2.1411 -0.6820
C1 0.0239 -1.0874 -0.4883
C2 -1.0657 -0.4128 -1.2081
C3 -1.3402 0.7190 -0.5354
N2 -0.5189 0.8878 0.5776
C4 0.3002 -0.2230 0.7446
O1 1.0353 -0.4478 1.6720
H2 -1.5666 -0.7626 -2.1003
H3 -2.1010 1.4607 -0.7494
H4 -0.5922 1.6299 1.2546
H5 2.5389 1.6936 1.1782
H6 2.2275 1.6122 1.8469

The molar mass comes out at 98.10 g/mol. As for the relative energy (zero: lowest compared OMol25 entry of this formula, charge and spin): 203.5 kJ/mol. The value obtained for the gap between HOMO and LUMO is 8.9 eV.

=====

Molecular formula: C6H7N
Method: DFT, ωB97M-V with the def2-TZVPD basis set

CARTESIAN COORDINATES (ANGSTROEM)
C1 -1.2962 1.4937 -1.0478
C2 -0.3071 0.6050 -0.2783
C3 -0.0579 -0.6967 -0.8439
C4 0.6008 -1.5975 0.0164
C5 1.1586 -1.1321 1.1195
C6 1.0726 0.2418 1.5671
N1 0.3961 1.1247 0.8526
H1 -1.5674 2.5034 -0.6223
H2 -0.9546 1.4472 -2.1087
H3 -2.3000 0.8588 -1.0128
H4 -0.4836 -0.9660 -1.8697
H5 0.6255 -2.6608 -0.1552
H6 1.4518 -1.8389 1.9452
H7 1.6616 0.6174 2.4380

The molar mass comes out at 93.13 g/mol. As for the relative energy (zero: lowest compared OMol25 entry of this formula, charge and spin): 121.0 kJ/mol. The value obtained for the gap between HOMO and LUMO is 10.0 eV.

=====

Molecular formula: C24H50AlCuN2O3
Method: DFT, ωB97M-V with the def2-TZVPD basis set

CARTESIAN COORDINATES (ANGSTROEM)
C1 -4.2972 -3.4045 6.9561
C2 -4.8967 -2.9797 5.6500
C3 -5.2267 -1.4174 5.2719
O1 -6.4840 -0.9454 5.0522
O2 -4.1283 -0.4379 5.1974
C4 -3.2617 -0.6740 4.0218
C5 -4.1023 -0.8192 2.6002
C6 -4.2237 -2.3605 2.0504
C7 -3.1732 -2.5612 0.7654
C8 -3.9045 -1.9894 -0.5883
C9 -2.9488 -1.9291 -1.9198
Al1 -1.0191 -1.2982 -1.5647
C10 0.1288 -1.1292 -3.2715
C11 1.3570 -0.0461 -3.1612
C12 2.2869 -0.1848 -1.8183
C13 2.8716 1.3189 -1.3784
C14 4.4414 1.2342 -0.8295
C15 4.6426 2.2004 0.5151
C16 4.2752 3.7815 0.2343
C17 4.8935 4.2933 -1.2070
C18 4.9349 5.9268 -1.3511
O3 3.6332 6.3508 -1.9504
C19 3.8936 7.3471 -3.0012
C20 -1.1456 0.5010 -0.5115
N1 -0.8616 1.6312 -1.4763
C21 -1.9949 1.8730 -2.4501
N2 -0.1737 -2.7088 -0.4982
C22 -0.2013 -4.0403 -1.2733
C23 -0.1540 -5.3110 -0.2122
C24 1.1034 -5.2107 0.8546
H1 -4.9235 -3.1506 7.9344
H2 -3.2442 -3.9033 7.0698
H3 -5.0847 -3.8482 4.8577
H4 -2.5525 0.2802 3.9493
H5 -2.6097 -1.6210 4.2742
H6 -3.5140 -0.2059 1.7682
H7 -5.1962 -0.3466 2.6661
H8 -5.3134 -2.5296 1.5957
H9 -4.0298 -3.1553 2.9119
H10 -2.8441 -3.6978 0.6974
H11 -2.2130 -1.9541 1.0493
H12 -4.8325 -2.7006 -0.7927
H13 -4.3135 -0.9108 -0.3340
H14 -3.4286 -1.1790 -2.6938
H15 -2.9527 -2.9923 -2.4341
H16 -0.6064 -0.7072 -4.1121
H17 0.4667 -2.1967 -3.6846
H18 2.0744 -0.2675 -4.0892
H19 1.0159 1.0837 -3.3106
H20 3.2532 -0.8446 -1.9935
H21 1.7374 -0.5919 -0.8688
H22 2.7212 2.1116 -2.2290
H23 2.2465 1.7209 -0.4447
H24 4.6665 0.1258 -0.4503
H25 5.2171 1.5379 -1.6837
H26 5.7491 2.1653 0.9250
H27 3.9463 1.8336 1.4082
H28 3.1105 3.8976 0.2121
H29 4.6846 4.4024 1.1645
H30 4.2156 3.8799 -2.0977
H31 6.0059 3.8871 -1.3332
H32 5.7713 6.2222 -2.1154
H33 5.1271 6.4849 -0.3378
H34 4.6445 8.1678 -2.6107
H35 2.8611 7.8179 -3.3323
H36 4.4092 6.8656 -3.9607
H37 -0.2687 0.4711 0.2631
H38 -2.2070 0.5625 -0.0069
H39 -0.7291 2.4922 -0.9007
H40 -1.5417 2.5235 -3.3396
H41 -2.8806 2.5171 -2.0034
H42 -2.4246 0.8930 -2.9441
H43 0.8437 -2.5162 -0.3680
H44 -1.1612 -4.1353 -1.9368
H45 0.7248 -4.1475 -2.0093
H46 -0.0603 -6.3070 -0.8636
H47 -1.1795 -5.4308 0.3764
H48 0.8493 -5.8425 1.8215
H49 1.3353 -4.1209 1.2140
H50 2.0625 -5.6498 0.3243
Cu1 4.1070 5.9985 2.0919

The molar mass comes out at 505.20 g/mol. The value obtained for the gap between HOMO and LUMO is 1.5 eV.

=====

Molecular formula: C4H8O2
Method: DFT, ωB97M-V with the def2-TZVPD basis set

CARTESIAN COORDINATES (ANGSTROEM)
C1 0.5140 -0.6123 1.7311
C2 0.9891 -1.1763 0.6276
C3 -0.0156 -1.6995 -0.3239
O1 0.3774 -2.3694 -1.2450
H1 -0.5343 -0.6485 2.0237
H2 1.2559 -0.2161 2.3855
H3 2.0747 -1.4009 0.5609
H4 -1.1267 -1.5287 -0.2349
C4 -0.8825 1.8633 -1.1043
O2 -0.3704 0.9783 -0.0996
H5 -0.7063 1.3978 -2.0749
H6 -0.3329 2.8255 -1.0397
H7 -1.9853 1.8980 -0.9870
H8 0.7428 0.6887 -0.2196

The molar mass comes out at 88.11 g/mol. As for the relative energy (zero: lowest compared OMol25 entry of this formula, charge and spin): 339.9 kJ/mol. The value obtained for the gap between HOMO and LUMO is 10.2 eV.

=====

Molecular formula: C15H35Br2ClSi
Method: DFT, ωB97M-V with the def2-TZVPD basis set

CARTESIAN COORDINATES (ANGSTROEM)
C1 5.5116 0.9821 -0.5304
C2 4.7226 -0.3411 -1.0907
Br1 4.4085 0.0031 -3.0745
C3 3.3119 -0.6381 -0.3094
Br2 3.4488 -0.7087 1.6855
Si1 1.9856 0.7369 -0.7153
Cl1 0.2281 -0.2422 -1.4433
H1 5.7214 0.9016 0.6324
H2 4.9399 2.0028 -0.7528
H3 6.5873 1.1068 -1.0291
H4 5.4137 -1.2920 -1.0538
H5 2.9250 -1.6812 -0.6726
H6 1.6845 1.4815 0.5270
H7 2.4831 1.7400 -1.6637
C4 0.3560 -2.7770 7.1773
C5 0.4511 -1.2610 7.2657
C6 -0.5979 -0.5372 6.4193
C7 -0.5106 -0.7831 4.9089
C8 0.8296 -0.4235 4.2613
C9 1.1758 1.0529 4.3733
H8 0.5460 -3.1343 6.1609
H9 1.0983 -3.2389 7.8355
H10 -0.6342 -3.1244 7.4878
H11 1.4601 -0.9393 6.9851
H12 0.3152 -0.9660 8.3133
H13 -0.5264 0.5388 6.6177
H14 -1.5967 -0.8381 6.7598
H15 -1.3066 -0.2075 4.4198
H16 -0.7294 -1.8363 4.6982
H17 0.7813 -0.6885 3.1978
H18 1.6372 -1.0244 4.6906
H19 0.3981 1.6730 3.9155
H20 2.1189 1.2579 3.8558
H21 1.2964 1.3616 5.4149
C10 -1.5277 1.7611 -3.6894
C11 -1.6746 0.4116 -4.3768
C12 -1.9891 0.5226 -5.8699
C13 -3.3139 1.2118 -6.2153
C14 -4.5642 0.5781 -5.5991
C15 -4.8070 -0.8494 -6.0630
H22 -2.4599 2.3329 -3.7201
H23 -1.2596 1.6198 -2.6379
H24 -0.7401 2.3559 -4.1623
H25 -2.4422 -0.1795 -3.8653
H26 -0.7340 -0.1405 -4.2605
H27 -1.9775 -0.4833 -6.3060
H28 -1.1768 1.0715 -6.3630
H29 -3.4225 1.2214 -7.3073
H30 -3.2678 2.2635 -5.9095
H31 -5.4333 1.1862 -5.8791
H32 -4.5100 0.6057 -4.5063
H33 -4.9025 -0.8958 -7.1528
H34 -5.7348 -1.2337 -5.6263
H35 -3.9968 -1.5166 -5.7577

The molar mass comes out at 438.79 g/mol. As for the relative energy (zero: lowest compared OMol25 entry of this formula, charge and spin): 111.0 kJ/mol. The value obtained for the gap between HOMO and LUMO is 10.4 eV.

=====

Number 1: lowest unoccupied orbital energy -5.1 eV. Number 2: lowest unoccupied orbital energy -4.3 eV. Number 3: lowest unoccupied orbital energy -0.3 eV. Number 4: lowest unoccupied orbital energy 1.0 eV. Number 5: lowest unoccupied orbital energy -4.6 eV. Number 6: lowest unoccupied orbital energy 0.5 eV. Number 7: lowest unoccupied orbital energy 0.2 eV.